The following is a DFT calculation (the ωB97M-V functional and the def2-TZVPD basis) of a structure of composition C25H48CoOP4.

XYZ file:
```
79
C25H48CoOP4 the ωB97M-V functional and the def2-TZVPD basis
Co -0.55162 -0.66266 0.00037
P -1.48340 -1.89766 2.58658
P -1.16578 -2.02061 -1.40215
P -1.78571 0.98014 -0.00204
H 2.15069 2.76939 -1.06363
C 2.27451 3.45713 -0.22014
C 3.18398 3.28070 0.75118
H 3.91649 2.46810 0.74811
C -0.37692 -3.22530 3.06201
C -3.17381 -2.50095 2.60853
C -1.28720 -0.52137 3.71631
C -0.05416 -1.89164 -2.84560
C -1.09801 -3.79523 -0.96089
C -2.82201 -1.88068 -2.16448
C -1.00645 2.50393 0.61814
C -3.36902 0.88548 0.92002
C -2.41454 1.50839 -1.63827
H 1.64771 4.35518 -0.23615
H 3.26589 4.00104 1.57266
H 0.61564 -2.83597 3.32294
H -0.27447 -3.95369 2.24815
H -0.80753 -3.72920 3.93819
H -3.31606 -3.25531 1.82321
H -3.88112 -1.67790 2.44377
H -3.36229 -2.95852 3.58955
H -0.22866 -0.37977 3.96264
H -1.85048 -0.74131 4.63402
H -1.66494 0.41069 3.28010
H -0.64700 -2.07777 -3.74848
H 0.74263 -2.64010 -2.76526
H 0.38288 -0.88253 -2.89919
H -1.74285 -4.34697 -1.65574
H -1.46028 -3.95611 0.06333
H -0.07061 -4.16960 -1.04137
H -3.10451 -2.86218 -2.56581
H -2.79090 -1.14722 -2.97953
H -3.57519 -1.56951 -1.42917
H -1.67863 3.35387 0.44190
H -0.05852 2.68032 0.09338
H -0.80697 2.41408 1.69386
H -3.91658 1.82567 0.77137
H -3.20174 0.73302 1.99212
H -3.97711 0.05818 0.53103
H -2.69739 2.56603 -1.57512
H -3.28651 0.90910 -1.92564
H -1.61946 1.39609 -2.38452
C 0.72636 1.96704 -3.51575
C 0.92772 1.32279 -4.79497
C 0.54538 1.95784 -5.95830
C 0.06497 3.27412 -5.93533
C -0.00113 3.97537 -4.72383
C 0.35542 3.36620 -3.53695
O 0.78376 1.31831 -2.42002
H -1.21973 -1.60309 1.10901
H 1.31806 0.30652 -4.78400
H 0.63347 1.42193 -6.90518
H -0.23426 3.76071 -6.86567
H -0.33398 5.01464 -4.70716
H 0.30629 3.87486 -2.57500
C 2.62188 0.01717 -0.49943
P 1.43830 -0.91795 0.50108
C 2.09615 -2.61510 0.33759
C 2.00563 -0.42680 2.20567
C 2.67630 -1.30371 3.07176
C 3.03611 -0.88107 4.35510
C 2.75496 0.42076 4.77436
C 2.11603 1.31015 3.90308
C 1.76853 0.89366 2.61620
H 2.22866 0.11763 -1.51913
H 3.58210 -0.51277 -0.50294
H 2.75071 1.02685 -0.09616
H 3.17937 -2.58823 0.51067
H 1.62248 -3.29199 1.06027
H 1.90757 -2.98827 -0.67780
H 2.94471 -2.31030 2.74451
H 3.54169 -1.57954 5.02326
H 3.04123 0.74959 5.77344
H 1.90204 2.33392 4.21192
H 1.34120 1.61196 1.90946
```

Expectation value of S² = 6.05
Total charge = +3
Lowest unoccupied orbital energy (alpha / beta) = -8.82 / -11.14 eV
HOMO energy (alpha / beta) = -15.9 / -16.8 eV
Kohn-Sham gap (alpha / beta) = 7.07 / 5.63 eV
ΔE to the lowest compared entry with this formula, charge and spin = 0.0 kcal/mol
DFT total energy = -103505.32577 eV
Spin multiplicity = 5


The following is a DFT calculation (the ωB97M-V functional and the def2-TZVPD basis) of a structure of composition C65H61IN2O19P.

XYZ file:
```
149
C65H61IN2O19P the ωB97M-V functional and the def2-TZVPD basis
C 0.53513 4.05446 -0.12437
C 1.02875 3.49690 -1.46991
C 2.32598 2.68963 -1.31137
C 2.46983 1.46473 -2.23249
P 2.45913 1.76387 -3.99899
C 0.93655 2.40866 -4.67237
C -0.21924 1.40161 -4.82728
C -0.78652 0.85603 -3.50530
N -2.17888 1.29466 -3.27973
C -2.43613 1.57474 -1.85746
C -2.25952 0.37333 -0.96726
C -2.59624 -0.90662 -1.41135
C -2.47745 -1.99617 -0.55597
C -2.02172 -1.82254 0.74803
C -1.64641 -0.56119 1.20263
C -1.76843 0.51845 0.33129
O -1.39326 1.78081 0.80999
O 3.56280 2.91343 -4.26672
N 4.91920 2.57730 -3.69140
O 5.30591 3.45905 -3.09219
C 3.05301 0.27697 -4.86241
I 2.10848 -1.46481 -4.05502
C 2.87607 0.44451 -6.38475
C 3.28425 -0.78416 -7.18617
H -0.54458 3.95777 -0.07372
H 0.94532 3.45107 0.68185
H 0.79606 5.09922 -0.00295
H 0.21242 2.90788 -1.87834
H 1.21256 4.31623 -2.16410
H 2.35283 2.28242 -0.30239
H 3.17144 3.37028 -1.38204
H 1.74427 0.70878 -1.95705
H 3.44479 1.01252 -2.02472
H 0.59984 3.28780 -4.13332
H 1.20060 2.76426 -5.67309
H 0.01721 0.57858 -5.49203
H -1.02295 1.94755 -5.31691
H -0.79129 -0.22865 -3.55552
H -0.18769 1.13909 -2.64018
H -2.28128 2.19050 -3.74403
H -1.86425 2.41857 -1.47072
H -3.48364 1.87139 -1.78445
H -2.95375 -1.03188 -2.42277
H -2.75882 -2.99133 -0.86549
H -1.94721 -2.65844 1.42556
H -1.29348 -0.39590 2.20709
H -0.43341 1.81349 0.75677
H 4.11694 0.23076 -4.64334
H 1.84379 0.70752 -6.59547
H 3.52191 1.25908 -6.71167
H 2.75546 -1.67689 -6.87191
H 4.35502 -0.95601 -7.12917
H 3.03166 -0.59453 -8.22498
C 2.06017 -5.31609 0.90745
C 1.05186 -4.72956 1.54459
C -0.34797 -5.19411 1.36427
O -1.25631 -4.64188 1.94902
C -0.58169 -6.33992 0.44610
C 0.43299 -6.92334 -0.19023
C 1.82976 -6.46168 -0.00999
O 2.75544 -6.99127 -0.58715
H 3.08802 -4.99396 1.02318
H 1.19715 -3.89372 2.21841
H -1.60133 -6.66284 0.32593
H 0.28972 -7.75823 -0.86436
C -2.34070 -10.40450 4.14201
C -2.14310 -9.61627 3.08980
C -2.82925 -8.30880 2.97465
O -2.64792 -7.57989 2.01755
C -3.74401 -7.91065 4.06945
C -3.94521 -8.69727 5.12203
C -3.25630 -10.00822 5.24244
O -3.43273 -10.72503 6.20256
H -1.84821 -11.36207 4.25016
H -1.47708 -9.88626 2.28060
H -4.23423 -6.95315 3.96476
H -4.61043 -8.42285 5.93112
C 2.46303 -7.26527 3.97268
C 3.11743 -6.25134 4.53086
C 2.79781 -5.79187 5.90664
O 3.39128 -4.86460 6.41162
C 1.72232 -6.51108 6.63611
C 1.06813 -7.52606 6.07777
C 1.38690 -7.98225 4.70214
O 0.79104 -8.90443 4.18825
H 2.67892 -7.61680 2.97104
H 3.90621 -5.71521 4.01804
H 1.50666 -6.16107 7.63746
H 0.28022 -8.06304 6.59097
C 5.50541 9.20351 -2.31323
C 6.82318 9.31896 -2.45882
C 7.65763 8.16430 -2.88060
O 8.85578 8.26412 -3.01186
C 6.96250 6.87458 -3.13559
C 5.64576 6.76320 -2.98978
C 4.81427 7.91690 -2.56803
O 3.61293 7.80283 -2.43870
H 4.87946 10.03139 -2.00600
H 7.34841 10.24805 -2.27898
H 7.58902 6.04610 -3.44216
H 5.11575 5.83938 -3.16779
C 0.93893 3.03241 3.65534
C 0.83140 3.80034 4.73216
C 1.96284 3.94685 5.68072
O 1.87308 4.64314 6.66688
C 3.21511 3.20186 5.37314
C 3.31475 2.43429 4.29031
C 2.17889 2.29274 3.34763
O 2.26410 1.59823 2.34860
H 0.12603 2.90594 2.95223
H -0.06693 4.34740 4.96717
H 4.02889 3.32192 6.07684
H 4.21523 1.88422 4.04788
C -1.60074 3.67479 -9.34693
C -2.29653 4.78579 -9.57437
C -2.01056 6.03995 -8.83117
O -2.64060 7.05118 -9.03178
C -0.91481 6.00457 -7.82493
C -0.22203 4.89188 -7.60074
C -0.51144 3.64128 -8.34395
O 0.12156 2.62140 -8.14078
H -1.79281 2.75043 -9.87639
H -3.09597 4.83202 -10.30249
H -0.72010 6.92893 -7.29598
H 0.58071 4.84848 -6.87448
C -5.16232 3.02549 3.66717
C -3.94507 2.49150 3.71644
C -2.89499 3.05680 4.59913
O -1.78361 2.56542 4.63767
C -3.24904 4.23609 5.42696
C -4.46595 4.77055 5.37746
C -5.52029 4.20695 4.49313
O -6.62763 4.69325 4.44979
H -5.94434 2.63044 3.03136
H -3.66311 1.62912 3.12359
H -2.46888 4.63021 6.06699
H -4.74773 5.63061 5.97136
C -5.51647 -2.91247 2.65449
C -5.69258 -4.07509 3.27538
C -5.39699 -4.22639 4.72219
O -5.55031 -5.28843 5.28769
C -4.90070 -3.03290 5.45109
C -4.72373 -1.87082 4.82980
C -5.01817 -1.71924 3.38278
O -4.85055 -0.66178 2.81493
H -5.72153 -2.77869 1.59996
H -6.05323 -4.95855 2.76366
H -4.69209 -3.16724 6.50481
H -4.35940 -0.98839 5.34057
```

Total charge = +1
Lowest unoccupied orbital energy = -4.44 eV
HOMO energy = -10.9 eV
Kohn-Sham gap = 6.43 eV
DFT total energy = -127649.27376 eV


The following is a DFT calculation (the ωB97M-V functional and the def2-TZVPD basis) of the molecule C5H12N2.

XYZ file:
```
19
C5H12N2 the ωB97M-V functional and the def2-TZVPD basis
C -0.35251 -0.03923 -2.12082
C 0.55081 -0.24903 -1.05639
C 0.23858 -0.73246 0.43827
C -0.68083 0.18006 1.30369
C -0.38711 1.75702 1.14722
N -0.68046 -0.05765 2.74413
N 1.77127 -1.31154 -1.60770
H 0.04234 2.12881 0.17780
H -1.11032 -0.77314 -2.50210
H -0.90503 0.95210 -2.15706
H 1.13701 0.60141 -0.78115
H 1.24128 -0.94056 0.83012
H -0.32102 -1.66912 0.50481
H 0.44660 1.99028 1.94678
H -1.32656 2.37865 1.32583
H -1.67522 0.03248 0.82204
H -0.81778 -0.98953 3.05755
H 1.43285 -2.29386 -1.54892
H 1.39610 -0.96469 -2.52412
```

Total charge = 0
Lowest unoccupied orbital energy = -3.15 eV
HOMO energy = -7.1 eV
Kohn-Sham gap = 3.98 eV
ΔE to the lowest compared entry with this formula, charge and spin = 194.4 kcal/mol
DFT total energy = -8351.70729 eV


The following is a DFT calculation (the ωB97M-V functional and the def2-TZVPD basis) of a cluster of 7 separate species, H14O7 in total.

XYZ file:
```
21
H14O7 the ωB97M-V functional and the def2-TZVPD basis
H -0.50965 0.42699 1.72130
H 0.80893 -0.27017 2.03467
H 1.82994 1.40933 -0.42935
H 0.27915 1.67716 -0.63768
H 2.30499 -0.72648 0.08973
H 3.31143 -0.36153 1.24933
H -2.23108 -0.84547 -0.53157
H -3.65746 -0.31303 -0.12282
H -0.69036 -1.44812 0.71417
H -0.26362 -1.63193 -0.77895
H 1.48874 -1.15593 -2.42098
H 1.16209 0.04302 -1.47225
H -1.50471 2.46272 0.62016
H -1.97863 1.06803 0.02992
O -0.17002 -0.40036 2.07544
O 1.14741 1.53996 -1.12749
O 2.42280 -0.15768 0.86869
O -2.87192 -0.08106 -0.64967
O -0.98268 -1.86484 -0.12149
O 1.27212 -0.96827 -1.49088
O -1.16746 1.59765 0.37972
```

Total charge = 0
Lowest unoccupied orbital energy = 0.46 eV
SMILES = O.O.O.O.O.O.O
HOMO energy = -10.9 eV
Kohn-Sham gap = 11.32 eV
ΔE to the lowest compared entry with this formula, charge and spin = 4.1 kcal/mol
DFT total energy = -14561.28245 eV


The following is a DFT calculation (the ωB97M-V functional and the def2-TZVPD basis) of a structure of composition C5H5FLi2O3.

XYZ file:
```
16
C5H5FLi2O3 the ωB97M-V functional and the def2-TZVPD basis
C 0.45923 -1.18806 -3.06667
C 0.63189 0.05945 -2.48582
O 0.07883 1.72063 -0.90504
C 0.09804 0.49269 -1.21624
O -0.16388 -2.19881 -2.60515
H 0.81900 -1.26957 -4.11247
H 1.13219 0.82228 -3.08296
C -0.61700 0.72129 3.29442
C 0.42197 0.22446 2.59568
O -0.44823 -0.35807 -0.38812
Li -1.03477 -1.99341 -1.01154
Li -0.87167 1.29728 0.72574
F -1.60744 -0.09486 3.70912
H -0.62860 1.70739 3.76580
H 0.47916 -0.84696 2.39282
H 1.25128 0.90425 2.39044
```

Total charge = 0
Lowest unoccupied orbital energy = -0.34 eV
HOMO energy = -7.2 eV
Kohn-Sham gap = 6.90 eV
ΔE to the lowest compared entry with this formula, charge and spin = 3.8 kcal/mol
DFT total energy = -14538.19752 eV


The following is a DFT calculation (the ωB97M-V functional and the def2-TZVPD basis) of a structure of composition ClNO2S.

XYZ file:
```
5
ClNO2S the ωB97M-V functional and the def2-TZVPD basis
N 0.99537 -0.44101 0.18710
O -0.15662 0.22784 -1.89780
O -1.48486 0.45008 0.32547
S -0.28777 0.19407 -0.47449
Cl 0.93388 -0.43099 1.85973
```

Total charge = 0
Lowest unoccupied orbital energy = -1.32 eV
HOMO energy = -10.6 eV
Kohn-Sham gap = 9.33 eV
ΔE to the lowest compared entry with this formula, charge and spin = 0.0 kcal/mol
DFT total energy = -28939.43636 eV


no.,F_max (eV/A)
1,5.70
2,1.12
3,4.29
4,1.50
5,1.69
6,2.58